1.
Formula: C35H35N3O3P2Y
Source: OMol25
Level of theory: the ωB97M-V functional and the def2-TZVPD basis

Calculated values
max |F|	0.0404	hartree/bohr
DFT total energy	-2465.74289	Eh
total charge	+1

```
79
Properties=species:S:1:pos:R:3:forces:R:3
C -0.6054 -0.2052 3.5876 0.00 -0.25 0.81
H -2.3127 2.8398 -0.0521 -0.23 0.16 -0.24
C -2.7458 2.7012 -1.0526 0.04 0.19 0.57
H 2.7669 -3.6127 -3.9488 0.07 0.31 -0.04
C 1.6671 2.4106 -4.0178 -0.15 0.44 0.08
H 4.0217 -0.6257 6.3704 -0.29 0.01 -0.18
C 1.7062 -1.7993 -3.5363 -0.09 0.57 0.09
H 0.1757 5.3733 -4.7441 0.00 -0.25 0.05
H -4.6354 0.7768 -1.5502 0.26 -0.29 -0.12
N 0.7357 0.4147 -3.0294 -0.77 -0.58 -1.61
H -1.5419 -3.1780 0.1638 0.05 -0.06 -0.35
H 2.4337 -2.8921 -0.8313 -0.19 -0.12 0.06
C 2.9561 0.2561 -3.9645 0.26 -0.29 0.01
C 2.8235 -2.5216 -3.9465 0.21 0.07 0.04
H -5.1964 -0.6576 6.3974 0.31 0.03 -0.18
H 4.8687 -2.4724 -4.6333 -0.22 0.15 0.08
H -3.8408 2.7366 -0.9837 0.31 0.13 -0.04
N -0.5375 1.1158 2.9823 0.67 1.14 -1.11
C 1.4480 -3.2551 -0.5136 0.15 0.08 0.30
C 0.2788 4.3263 -4.4645 -0.05 0.03 -0.04
P 0.1350 -2.2475 -1.2720 0.31 -0.76 -0.50
P -2.2294 1.0673 -1.6790 -0.62 0.74 -1.01
C 4.0722 -0.4895 -4.3348 -0.25 -0.12 -0.15
C 0.5401 1.6680 -3.6518 -0.18 0.11 0.37
O 2.9597 1.8306 -1.4494 0.93 0.47 -0.77
C -1.9401 -1.1907 5.5179 -0.25 0.16 -0.10
C 1.5458 3.7545 -4.3604 -0.20 -0.28 -0.26
C -3.7683 0.1035 -1.6075 -0.08 -0.46 0.32
C 4.0039 -1.8819 -4.3338 0.02 -0.01 -0.03
H -1.1732 -4.2823 -1.2160 -0.10 0.29 0.06
H 2.4549 4.3312 -4.5422 -0.33 -0.03 -0.07
H 0.5450 -3.6006 -3.2132 -0.03 0.24 -0.21
O 0.1441 1.9506 0.8720 -0.29 -0.82 0.60
C 2.9036 -1.3295 4.6599 -0.24 0.05 -0.02
C 0.4527 -2.5158 -3.0679 0.00 0.07 -0.05
C -1.8797 -0.3591 4.3943 -0.19 -0.19 0.17
H -3.8554 -0.5538 -2.4835 0.02 0.15 0.27
C -3.0145 0.3226 3.9601 -0.43 -0.05 0.41
H -1.8527 3.9933 -4.3482 0.29 -0.06 0.02
H 4.9835 0.0396 -4.6201 -0.18 -0.27 0.01
H 2.1694 0.8577 7.1768 0.04 -0.21 -0.22
H -1.0543 -1.7539 5.8205 -0.33 0.21 -0.03
C -1.3438 -3.2377 -0.9179 -0.27 0.10 0.13
C -0.1735 1.0087 1.6797 -0.33 -0.08 0.60
C -0.6407 -1.0774 2.3259 -0.49 -1.32 -0.73
C 1.7836 -0.3754 -3.5392 0.05 -0.42 0.28
H -2.9611 0.9457 3.0643 -0.08 -0.15 0.33
C 3.0821 -0.5715 5.8180 -0.15 0.06 -0.10
H -2.9122 1.9619 -3.8066 0.23 -0.16 -0.11
Y 0.3392 0.4939 -0.9204 1.16 0.61 1.34
H -1.9790 0.4361 -3.9816 0.02 0.31 0.04
C 2.0502 0.2593 6.2737 -0.24 -0.12 -0.27
H 1.5549 -1.8874 3.0620 0.08 0.24 0.29
C -0.7643 2.2308 -3.7996 0.53 -0.42 0.35
H 3.6949 -1.9836 4.2920 -0.17 0.18 0.19
H -0.4373 -2.1472 -3.6021 0.23 -0.12 0.05
H -3.1666 -1.9250 7.1277 -0.05 0.19 -0.26
H 3.7190 2.1626 -4.6031 -0.03 -0.02 0.20
H 1.3671 -3.1600 0.5784 0.05 -0.13 -0.26
C -0.8607 3.5546 -4.2202 0.14 0.23 0.01
H -3.7292 -0.5155 -0.6989 -0.24 0.11 -0.29
C 0.8444 0.3256 5.5691 0.42 -0.09 0.04
H 1.3303 -4.3089 -0.8032 0.07 0.27 0.10
N -0.2445 -0.2901 1.2618 0.17 0.39 -0.54
H -2.2015 -2.8251 -1.4660 0.14 -0.19 0.13
C 3.0337 1.7691 -3.8446 -1.54 -0.69 -1.16
C 3.5373 2.0912 -2.4994 -0.18 -0.17 0.27
O -0.9999 -2.2501 2.2466 0.80 1.68 0.31
C -4.2664 -0.5817 5.8300 0.12 0.11 -0.17
C -2.0119 1.4196 -3.4848 0.05 -0.12 -0.04
C -3.1336 -1.2890 6.2419 0.14 0.03 -0.24
C 1.6972 -1.2633 3.9488 0.16 0.10 0.30
H -5.0833 0.7727 4.3410 0.17 -0.18 0.16
H -2.3855 3.5095 -1.7009 -0.02 -0.22 0.14
H 4.5040 2.5793 -2.7406 0.30 0.21 2.05
H 0.0258 0.9522 5.9382 0.31 -0.19 -0.13
H -0.3456 1.9729 3.4942 -0.05 -0.40 -0.03
C -4.2079 0.2215 4.6839 0.26 -0.19 -0.02
C 0.6764 -0.4241 4.3976 0.03 -0.10 0.01
```
Positions in Å, forces in eV/Å.

Löwdin charges, unit e, in atom order:
1 C -0.2814
2 H 0.0334
3 C -0.2344
4 H 0.1187
5 C -0.1197
6 H 0.1092
7 C -0.2238
8 H 0.1105
9 H 0.0519
10 N -0.1487
11 H 0.0321
12 H 0.0488
13 C -0.1232
14 C -0.0447
15 H 0.1081
16 H 0.1093
17 H 0.0505
18 N 0.1744
19 C -0.2401
20 C -0.0610
21 P 0.8094
22 P 0.8289
23 C -0.0211
24 C -0.2060
25 O 0.0392
26 C -0.0145
27 C -0.0155
28 C -0.2501
29 C -0.0656
30 H 0.0613
31 H 0.1250
32 H 0.0938
33 O -0.1197
34 C -0.0643
35 C -0.2946
36 C -0.1635
37 H 0.0536
38 C -0.0297
39 H 0.1182
40 H 0.1224
41 H 0.1100
42 H 0.1266
43 C -0.2436
44 C -0.5511
45 C -0.4125
46 C -0.2000
47 H 0.1115
48 C -0.0742
49 H 0.0992
50 Y 1.3709
51 H 0.0925
52 C -0.0601
53 H 0.1066
54 C -0.2225
55 H 0.1081
56 H 0.0918
57 H 0.1102
58 H 0.1531
59 H 0.0374
60 C -0.0487
61 H 0.0439
62 C -0.0358
63 H 0.0617
64 N 0.0356
65 H 0.0380
66 C -0.1881
67 C -0.1591
68 O 0.0789
69 C -0.0762
70 C -0.2935
71 C -0.0604
72 C -0.0146
73 H 0.1047
74 H 0.0505
75 H 0.1511
76 H 0.1276
77 H 0.1795
78 C -0.0683
79 C -0.1577

2.
Formula: C35H35N6O3SV
Source: OMol25
Level of theory: the ωB97M-V functional and the def2-TZVPD basis

Calculated values
max |F|	0.0113	hartree/bohr
spin multiplicity	2
<S²>	0.77
DFT total energy	-3250.38893	Eh
total charge	+3

```
81
Properties=species:S:1:pos:R:3:forces:R:3
H 3.2510 -0.6841 -0.3223 -0.01 -0.01 -0.03
H -0.9881 -3.6188 4.4985 0.02 -0.02 -0.02
C 1.3357 2.3395 -1.7147 -0.02 0.03 -0.05
C -2.1840 1.3516 -1.1252 -0.05 0.01 -0.07
H 3.0761 0.4825 2.0782 0.00 -0.04 0.01
C 1.8538 2.3767 -0.4155 0.03 -0.03 0.00
C 5.7878 -2.9531 3.3374 0.04 0.00 0.00
C 2.4674 -1.0831 -2.8889 0.02 -0.02 -0.02
H -1.0667 -0.3558 -1.8057 -0.03 0.01 -0.02
H -0.0173 -4.8025 -4.0762 0.01 -0.01 0.00
H 6.7369 -3.2368 3.7706 0.00 0.00 -0.01
H 1.4691 4.1995 -2.7316 0.00 -0.01 0.00
C -4.9137 4.7297 -0.7074 -0.18 0.05 -0.25
H 4.6191 -3.7854 4.9444 -0.01 0.00 0.00
H 3.2810 -0.7677 -3.5462 -0.02 0.00 -0.02
H 2.6851 2.2115 2.0696 0.01 0.00 -0.01
C -0.5879 1.1605 1.0800 -0.06 -0.10 -0.09
H -2.7876 1.3778 -2.0220 0.00 0.01 0.01
H 0.1727 4.1407 -1.5494 0.00 0.00 0.00
H -6.3455 5.1897 -2.2881 -0.01 -0.01 0.01
H -4.4758 6.4711 2.2134 0.01 0.00 -0.01
C 2.1213 0.0604 -1.9847 -0.04 0.00 0.04
N 2.0239 -1.9417 1.8512 0.21 -0.05 0.21
H -4.3774 3.1012 -1.9469 0.01 0.01 -0.02
H 4.1847 1.6323 1.3651 0.00 0.00 -0.01
C 2.5308 0.0713 -0.6190 0.00 0.07 0.12
H 1.6246 -1.3619 -3.5211 0.00 0.00 0.00
N 2.1196 -3.0513 3.7710 0.07 0.03 -0.02
S -2.6096 -2.8084 2.8568 -0.12 0.22 0.30
C -5.9428 5.4571 -1.3212 0.14 -0.10 0.08
C 4.6197 -3.2614 3.9984 -0.01 0.03 -0.05
H -2.4769 -1.4365 0.8389 -0.01 -0.04 0.00
C 3.3948 -2.1826 2.1614 -0.14 0.12 -0.19
N -0.4153 0.2784 0.0560 -0.27 0.23 0.05
C -1.7324 -4.9024 -1.9053 -0.02 -0.04 -0.05
C 0.1969 -3.8202 -0.8308 0.08 0.03 -0.10
H 1.8153 -3.5224 4.6109 0.01 -0.02 0.00
C -4.8786 6.2007 1.2476 0.01 -0.06 -0.02
H 4.6416 -1.3887 0.5488 0.01 0.00 -0.01
C -1.2202 0.3809 -1.0260 0.10 -0.04 0.08
H -6.2980 7.7756 1.1481 0.00 0.00 0.00
C -0.1154 -2.5273 2.7920 0.12 0.11 0.00
C -1.0802 -3.0653 3.5767 0.01 -0.22 -0.12
H 2.8102 -1.9610 -2.3447 0.01 0.01 0.03
O 0.8444 -2.4397 -0.7520 -0.40 -0.13 0.12
C 5.7668 -2.2839 2.1048 -0.01 0.01 0.01
C 0.6955 3.5546 -2.3050 -0.01 0.00 0.02
C 2.4782 1.2805 0.1432 -0.06 0.01 0.00
C 1.3350 -2.5134 2.8547 -0.15 0.01 -0.07
H 1.1390 1.1833 -3.5115 0.01 -0.01 0.00
V 0.8722 -1.2000 0.3453 0.51 -0.27 -0.07
H -7.2020 7.1375 -1.0386 0.01 0.00 -0.01
H 6.7038 -2.0700 1.6091 0.00 -0.01 0.00
H 0.0081 3.2958 -3.1087 0.00 0.01 0.00
O -0.9041 -2.7158 -2.5906 0.04 -0.01 0.03
C -3.3158 3.3462 -0.0966 -0.08 -0.03 0.00
C 4.5893 -1.8907 1.5001 0.00 -0.02 0.06
C -0.5193 -4.0138 -2.1561 -0.01 0.11 0.01
N -3.4049 4.2039 0.9041 0.01 0.08 -0.10
C 3.1244 1.3988 1.4928 0.02 0.00 0.01
H 1.7907 3.2981 0.1523 0.00 0.00 -0.01
N -0.5886 -1.8699 1.6776 -0.07 0.06 0.06
H -2.4542 -4.4037 -1.2589 0.01 0.00 0.01
H -1.4460 -5.8542 -1.4615 0.02 0.01 0.00
H 1.3557 -4.0286 -3.2682 -0.01 0.01 0.01
O 0.3593 -4.5249 0.0814 0.01 0.10 0.05
C 3.4439 -2.8648 3.3756 -0.05 -0.08 0.15
C -6.4059 6.5377 -0.6182 -0.02 0.12 0.13
H -1.2601 -2.7999 -3.4845 -0.02 -0.01 0.00
C -2.3627 2.2813 -0.0851 0.07 -0.09 0.09
C 1.4789 1.1767 -2.4816 0.02 0.02 -0.01
C 0.4807 -4.6599 -3.1155 0.02 -0.03 -0.04
H 0.7961 -5.6388 -2.7563 0.00 0.01 0.01
C -1.5305 2.1396 1.0525 -0.01 0.10 -0.06
H 0.0689 1.0478 1.9379 0.00 0.00 0.00
C -1.9045 -1.9129 1.6229 0.14 -0.12 -0.30
C -4.3832 5.0804 0.5480 0.08 0.00 0.23
C -5.8815 6.9096 0.6532 -0.07 -0.02 -0.14
H -1.6474 2.8291 1.8770 0.01 0.00 0.00
N -4.2164 3.6203 -1.1015 0.08 0.01 0.08
H -2.2097 -5.1062 -2.8642 -0.02 -0.01 0.02
```
Positions in Å, forces in eV/Å.

Löwdin charges, unit e, in atom order:
1 H 0.0912
2 H 0.1090
3 C -0.2049
4 C 0.0327
5 H 0.0628
6 C 0.0084
7 C -0.0227
8 C -0.0154
9 H 0.1191
10 H 0.1147
11 H 0.1300
12 H 0.1156
13 C -0.1663
14 H 0.1341
15 H 0.1167
16 H 0.0980
17 C -0.1048
18 H 0.1275
19 H 0.0929
20 H 0.1201
21 H 0.1231
22 C -0.2446
23 N 0.0690
24 H 0.1638
25 H 0.1170
26 C -0.1314
27 H 0.0912
28 N 0.2382
29 S 1.2121
30 C 0.0026
31 C 0.0303
32 H 0.1082
33 C -0.1707
34 N -0.0969
35 C 0.0211
36 C -0.2938
37 H 0.1978
38 C 0.0108
39 H 0.1003
40 C -0.0906
41 H 0.1182
42 C -0.2762
43 C -0.2409
44 H 0.0806
45 O -0.1585
46 C -0.0252
47 C -0.0047
48 C -0.2471
49 C -0.2267
50 H 0.1454
51 V 1.1040
52 H 0.1208
53 H 0.1274
54 H 0.0921
55 O -0.0089
56 C -0.2903
57 C -0.0059
58 C -0.5345
59 N 0.2029
60 C -0.0068
61 H 0.1450
62 N -0.0687
63 H 0.0980
64 H 0.1100
65 H 0.0917
66 O 0.2501
67 C -0.1496
68 C -0.0348
69 H 0.1296
70 C -0.0876
71 C 0.0140
72 C 0.0336
73 H 0.1165
74 C 0.0408
75 H 0.1336
76 C -0.3831
77 C -0.2051
78 C -0.0441
79 H 0.1322
80 N 0.1847
81 H 0.1117